(1)
# C30H48BiP2

A molecular structure, C30H48BiP2 (the ωB97M-V functional and the def2-TZVPD basis, OMol25).

Electronic energy = -2068.6748 Eh
Gap between HOMO and LUMO (spin up / spin down) = 5.967 / 4.215 eV
Relative energy (zero: lowest compared OMol25 entry of this formula, charge and spin) = 100.1 kcal/mol
Total charge = +1

Each line ends with the Mulliken charge.
Element x y z (Å)
Bi (-0.08326, 0.11213, -0.73636)  0.5045
C (-0.73235, -2.51279, 2.95692)  0.7002
C (0.55111, -2.69129, 2.37490)  0.5055
C (0.83400, -1.63652, 4.39803)  0.4891
C (-0.55622, -1.86783, 4.21045)  0.3701
C (1.51834, -2.14376, 3.26132)  0.4938
C (-2.01370, -2.93932, 2.35826)  -1.3881
H (-2.10032, -2.59775, 1.31172)  0.0554
H (-2.85877, -2.52895, 2.92777)  0.3970
H (-2.11121, -4.03976, 2.35700)  0.3023
C (-1.62853, -1.45911, 5.13816)  -1.1171
H (-2.52405, -2.07331, 4.98986)  0.4536
H (-1.91746, -0.40846, 4.98193)  -0.1111
H (-1.30002, -1.56165, 6.18086)  0.3766
C (1.43876, -0.96385, 5.56635)  -1.5218
H (0.96954, -1.30662, 6.50001)  0.3600
H (1.31432, 0.13133, 5.52002)  0.2397
H (2.51258, -1.17563, 5.62013)  0.4465
C (2.97902, -2.13830, 3.04061)  -1.6234
H (3.41104, -3.14212, 3.18843)  0.3401
H (3.47633, -1.45584, 3.74167)  0.4661
H (3.22705, -1.82428, 2.01519)  0.2433
C (0.84426, -3.35402, 1.08544)  -1.0994
H (1.11470, -4.41533, 1.22603)  0.4139
H (1.68892, -2.87453, 0.56728)  0.1893
H (-0.02647, -3.33160, 0.41427)  0.2364
C (-1.37048, 0.90769, -2.22575)  0.1217
C (-1.66869, -0.35635, -2.99945)  -1.0244
C (-1.03540, -1.66952, -2.56144)  -0.9072
C (0.49242, -1.71930, -2.89961)  -0.9923
C (1.26482, -0.55847, -2.19497)  -0.0750
C (1.65992, 0.60294, -3.09513)  -1.0209
C (0.62963, 1.47337, -3.82455)  -0.6743
C (-0.63235, 1.97672, -3.08200)  -1.1253
H (-1.54448, -2.50353, -3.06357)  0.5930
H (0.61997, -1.69421, -3.99208)  0.3762
H (-1.17968, -1.88625, -1.47256)  0.1031
H (-1.34736, 2.31536, -3.86482)  0.4204
H (-2.22877, 1.35466, -1.68371)  0.8414
H (-1.38597, -0.19764, -4.05289)  0.4369
H (-0.38416, 2.87002, -2.47342)  0.2492
H (1.15193, 2.36183, -4.24102)  0.1920
H (2.22312, 0.12208, -3.93004)  0.6206
H (0.28621, 0.93019, -4.73097)  0.4282
H (0.89217, -2.69543, -2.58018)  0.4078
H (2.12929, -0.96366, -1.63265)  0.7225
P (-3.75502, -0.72417, -4.03771)  0.2058
C (-4.52348, 0.85226, -3.47805)  -0.9822
C (-4.24822, -1.77657, -2.60787)  -0.6251
P (3.43769, 1.75843, -2.72044)  1.3891
C (2.80199, 2.29883, -1.21151)  -1.3688
C (4.79948, 0.57526, -2.71714)  -1.2912
C (3.88517, 3.12406, -3.80361)  -1.2716
H (-4.17383, 1.19041, -2.49261)  0.2973
H (-5.60547, 0.65843, -3.45419)  0.4265
H (-4.29013, 1.60704, -4.24679)  0.2841
H (-4.22412, -2.82251, -2.94511)  0.2916
H (-5.26757, -1.49917, -2.31652)  0.4039
H (-3.54766, -1.63647, -1.77209)  -0.0412
H (3.17088, 3.27660, -4.62687)  0.4162
H (4.89725, 2.92364, -4.18997)  0.4241
H (3.88665, 4.00334, -3.13884)  0.3889
H (3.43502, 2.21291, -0.32367)  0.4466
H (2.08352, 3.13878, -1.27256)  0.3162
H (5.46381, 0.84069, -1.87638)  0.4221
H (5.34676, 0.65162, -3.67342)  0.4237
H (4.47859, -0.47249, -2.58863)  0.3414
C (0.69150, 1.41799, 1.19216)  -1.2158
C (-0.44016, 1.98256, 1.94493)  0.2839
C (-0.82349, 1.41566, 3.18047)  0.5838
C (-1.82135, 2.00207, 3.95602)  -0.7048
C (-2.46311, 3.16762, 3.50162)  -0.6648
C (-2.10947, 3.72591, 2.26463)  -0.7458
C (-1.15229, 3.10688, 1.46310)  -0.1927
H (1.41087, 2.12356, 0.77253)  0.3961
H (1.16653, 0.54582, 1.66955)  0.1963
H (-0.29450, 0.51872, 3.52627)  0.1565
H (-2.09589, 1.56506, 4.91601)  0.4858
H (-3.23438, 3.63114, 4.11855)  0.3705
H (-2.58503, 4.64739, 1.92345)  0.3933
H (-0.90025, 3.49735, 0.46923)  0.3446

=====

(2)
# C7H7NO4

A single C7H7NO4 molecule (the ωB97M-V functional and the def2-TZVPD basis, OMol25).

Structure (SMILES) = N[C@]12O[C@@]1(C(=O)O)CC=CC2=O
Electronic energy = -626.5520 Eh
Gap between HOMO and LUMO (spin up / spin down) = 7.566 / 7.568 eV
Relative energy (zero: lowest compared OMol25 entry of this formula, charge and spin) = 45.2 kcal/mol
Total charge = 0

Each line ends with the Mulliken charge.
Element x y z (Å)
N (0.13933, -2.21927, 0.07520)  -0.3772
C (-0.25623, -1.01113, -0.32404)  0.0763
O (0.39198, -0.25868, -1.28110)  -0.5351
C (0.84937, 0.50524, -0.24967)  0.7128
C (2.16173, 0.20719, 0.11211)  0.2264
O (2.90485, 0.74228, 0.88302)  -0.5753
O (2.70882, -0.98747, -0.46997)  -0.6196
C (0.05136, 1.63885, 0.29131)  -0.4116
C (-1.47893, 1.63512, 0.05483)  -0.4612
C (-2.20251, 0.57576, -0.23185)  -0.5824
C (-1.65658, -0.79858, 0.07171)  0.8682
O (-2.26475, -1.63773, 0.72266)  -0.5814
H (1.07458, -2.41386, -0.23586)  0.2957
H (-0.15375, -2.53064, 0.97479)  0.2331
H (2.42262, -1.23132, -1.34304)  0.3966
H (0.56938, 2.60408, -0.03324)  0.3681
H (0.03805, 1.75467, 1.38276)  0.2744
H (-2.03148, 2.62533, 0.05166)  0.3021
H (-3.26783, 0.80017, -0.45132)  0.3899

=====

(3)
# C38H55As2N4O5PPtTe

A molecular structure, C38H55As2N4O5PPtTe (the ωB97M-V functional and the def2-TZVPD basis, OMol25).

Electronic energy = -7275.8647 Eh
⟨S²⟩ = 6.024
Gap between HOMO and LUMO (spin up / spin down) = 7.027 / 5.569 eV
Relative energy (zero: lowest compared OMol25 entry of this formula, charge and spin) = 25.5 kcal/mol
2S+1 = 5
Total charge = +2

Each line ends with the Löwdin spin population.
Element x y z (Å)
Pt (0.63804, 0.43609, 0.39244)  1.2847
C (4.42283, 0.25693, -0.04668)  0.0229
As (2.91445, -0.08103, 1.11042)  0.0838
C (3.29078, -1.82820, 1.83786)  0.0174
C (3.22624, 1.13569, 2.58157)  0.0044
C (4.21198, 0.84116, 3.51871)  0.0022
C (4.44909, 1.70335, 4.58007)  0.0009
C (3.69942, 2.86417, 4.70979)  0.0012
C (2.71649, 3.16103, 3.77649)  0.0047
C (2.47614, 2.30263, 2.70819)  0.0114
As (1.12342, 2.73658, 1.39414)  0.1648
C (1.97961, 4.20524, 0.45797)  0.0323
C (-0.27830, 3.58531, 2.41670)  0.0438
H (5.33665, 0.11345, 0.52439)  0.0040
H (4.37985, 1.27846, -0.41597)  0.0001
H (4.40338, -0.43046, -0.89088)  0.0005
H (4.32941, -1.88552, 2.15121)  0.0026
H (3.10425, -2.58910, 1.08069)  0.0030
H (2.63564, -2.00325, 2.68948)  0.0000
H (4.80289, -0.06171, 3.42981)  0.0003
H (5.21667, 1.46505, 5.30524)  0.0001
H (3.88201, 3.53951, 5.53551)  0.0002
H (2.13531, 4.06878, 3.88928)  0.0007
H (1.99208, 5.07334, 1.11462)  0.0056
H (1.43949, 4.44798, -0.45447)  0.0009
H (2.99941, 3.91946, 0.21083)  0.0000
H (0.02043, 4.59741, 2.67841)  0.0069
H (-0.46220, 3.00085, 3.31500)  0.0002
H (-1.18316, 3.60753, 1.81295)  0.0009
O (0.29018, 0.05394, 2.62435)  0.1301
C (-0.66797, -0.46300, 3.21432)  0.0154
C (-1.71388, -1.28911, 2.68872)  0.0105
C (-2.63018, -1.79245, 3.62812)  -0.0025
C (-3.62822, -2.62963, 3.23042)  0.0090
C (-3.76273, -3.00301, 1.89114)  -0.0020
C (-2.87882, -2.52023, 0.95959)  0.0166
C (-1.83113, -1.64332, 1.32000)  0.0109
O (-1.02113, -1.20523, 0.39123)  0.2381
N (-4.56756, -3.16596, 4.22984)  0.0008
O (-4.36299, -2.89041, 5.39266)  0.0019
O (-5.46508, -3.86850, 3.81742)  0.0011
H (-0.71447, -0.29890, 4.30009)  0.0071
H (-2.54556, -1.52851, 4.67651)  0.0001
H (-4.56584, -3.67228, 1.61259)  -0.0001
H (-2.96151, -2.80528, -0.08220)  0.0038
C (3.42757, -8.21467, -0.01562)  0.0136
C (2.79907, -6.86533, -0.19774)  0.0728
C (3.29163, -5.96331, -1.14439)  0.0032
C (2.70426, -4.73124, -1.35612)  0.0637
C (3.30929, -3.77715, -2.35698)  0.0365
C (1.56980, -4.40193, -0.58085)  0.1529
Te (0.55966, -2.64853, -1.00312)  1.2138
C (1.07419, -5.26695, 0.41899)  0.0540
C (-0.09828, -4.93414, 1.30698)  0.0318
C (1.70491, -6.48795, 0.58104)  -0.0047
H (4.30645, -8.33999, -0.64422)  -0.0001
H (2.71085, -8.99873, -0.26675)  0.0047
H (3.71736, -8.36941, 1.02485)  0.0039
H (4.15942, -6.23807, -1.73472)  0.0003
H (3.92908, -4.30908, -3.07559)  0.0018
H (3.94526, -3.04494, -1.85101)  0.0019
H (2.55157, -3.22768, -2.92150)  0.0251
H (-0.42351, -3.89788, 1.21206)  0.0214
H (0.16128, -5.10257, 2.35284)  0.0023
H (-0.95339, -5.57292, 1.07620)  0.0016
H (1.33122, -7.17036, 1.33849)  -0.0010
O (-1.23302, 1.57081, -0.22888)  0.0558
P (-1.78003, 2.11194, -1.53173)  0.0059
N (-2.47616, 3.59705, -1.47236)  0.0037
C (-3.58741, 3.78746, -0.50849)  0.0002
C (-3.89578, 5.27099, -0.64537)  0.0001
C (-2.51932, 5.91992, -0.87378)  0.0000
C (-1.60772, 4.79394, -1.40629)  0.0001
N (-2.96561, 1.18244, -2.13754)  0.0036
C (-4.01672, 1.61341, -3.08757)  0.0004
C (-4.27457, 0.35129, -3.89821)  0.0002
C (-4.13000, -0.75231, -2.84991)  0.0000
C (-2.95722, -0.28311, -1.98237)  0.0006
N (-0.52495, 2.25721, -2.58085)  0.0049
C (-0.71432, 2.53924, -4.01423)  0.0011
C (0.69226, 2.89535, -4.47359)  0.0024
C (1.56044, 1.93609, -3.65570)  0.0059
C (0.87040, 1.91387, -2.28787)  0.0457
H (-3.27118, 3.54588, 0.51396)  0.0000
H (-4.42792, 3.14453, -0.75933)  0.0000
H (-4.39722, 5.66270, 0.23764)  0.0000
H (-4.54475, 5.43570, -1.50530)  0.0000
H (-2.11915, 6.32392, 0.05558)  0.0000
H (-2.58109, 6.74112, -1.58444)  0.0000
H (-0.76045, 4.63432, -0.73304)  0.0000
H (-1.20780, 5.01695, -2.39395)  0.0001
H (-3.69505, 2.46207, -3.68627)  0.0000
H (-4.92201, 1.90560, -2.54921)  0.0001
H (-3.51189, 0.23941, -4.67262)  0.0000
H (-5.25160, 0.36181, -4.37834)  0.0000
H (-3.94800, -1.73387, -3.28710)  0.0000
H (-5.03854, -0.81474, -2.24743)  0.0000
H (-2.00793, -0.70552, -2.33589)  0.0013
H (-3.06977, -0.55562, -0.93892)  0.0001
H (-1.43653, 3.34394, -4.15923)  0.0002
H (-1.07972, 1.65247, -4.54432)  0.0000
H (0.92227, 3.92974, -4.20913)  0.0000
H (0.82310, 2.77712, -5.54740)  0.0003
H (2.59779, 2.25962, -3.58038)  0.0001
H (1.54713, 0.94252, -4.10970)  0.0005
H (1.32567, 2.63819, -1.60739)  0.0004
H (0.96129, 0.91053, -1.81444)  0.0259

=====

(4)
# C3H5N3O

A single C3H5N3O molecule (the ωB97M-V functional and the def2-TZVPD basis, OMol25).

Structure (SMILES) = Nc1conc1N
Electronic energy = -356.7381 Eh
Gap between HOMO and LUMO = 9.679 eV
Relative energy (zero: lowest compared OMol25 entry of this formula, charge and spin) = 74.8 kcal/mol
Total charge = 0

Each line ends with the Mulliken charge.
Element x y z (Å)
N (-1.32256, -1.06789, -0.06686)  -0.6395
C (0.01734, -0.46246, 0.03300)  0.6766
C (1.24236, -1.05209, 0.00455)  -0.4312
O (2.21400, -0.18361, -0.05242)  -0.1922
N (1.60924, 1.10672, 0.11588)  -0.4792
C (0.33962, 0.93829, 0.07070)  0.1278
N (-0.63757, 1.89698, 0.05284)  -0.5797
H (-1.31308, -2.08371, -0.33370)  0.2870
H (-1.75789, -1.08604, 0.89468)  0.2568
H (1.50909, -2.14292, 0.05599)  0.3518
H (-1.59199, 1.34607, -0.15012)  0.3198
H (-0.30854, 2.79066, -0.62454)  0.3020

=====

(5)
# C3H11N2S

2 unconnected molecules or ions with the total composition C3H11N2S (the ωB97M-V functional and the def2-TZVPD basis, OMol25).

Electronic energy = -628.2995 Eh
Gap between HOMO and LUMO = 10.194 eV
Relative energy (zero: lowest compared OMol25 entry of this formula, charge and spin) = 48.7 kcal/mol
Total charge = +1

Each line ends with the Mulliken charge.
Element x y z (Å)
C (1.18704, -1.18437, 1.80223)  -1.3086
C (-0.16607, -0.91714, 1.18888)  -0.2259
C (-0.97024, -0.07077, -0.84457)  0.0531
N (0.42341, 1.96798, -1.12676)  -0.6975
N (-0.13946, -0.86978, -0.24473)  -0.0318
S (-1.26502, -0.37696, -2.49100)  -0.1580
H (1.11499, -0.83897, 2.85572)  0.3452
H (1.47507, -2.25799, 1.57550)  0.3184
H (1.97796, -0.63567, 1.51979)  0.4602
H (-0.41258, 0.07370, 1.49468)  0.2979
H (-0.98581, -1.64624, 1.68500)  0.2571
H (-1.64915, 0.60820, -0.25649)  0.3711
H (1.42737, 2.20236, -1.10619)  0.2346
H (-0.06818, 2.52817, -0.38817)  0.2836
H (0.41289, -1.51774, -0.80344)  0.2876
H (-0.10511, 2.27203, -1.98135)  0.2774
H (-2.25711, 0.66319, -2.87910)  0.2355

=====

(6)
# C3H8NS

A gas-phase ion, C3H8NS (charge +1) (the ωB97M-V functional and the def2-TZVPD basis, OMol25).

Electronic energy = -571.5970 Eh
Gap between HOMO and LUMO (spin up / spin down) = 6.207 / 6.382 eV
Relative energy (zero: lowest compared OMol25 entry of this formula, charge and spin) = 108.7 kcal/mol
Total charge = +1

Each line ends with the Mulliken charge.
Element x y z (Å)
C (0.98097, 1.19876, -0.53792)  -0.3927
C (-0.22761, -0.48506, 0.62341)  -0.3591
C (-1.42922, -0.47585, -0.21889)  -0.9788
N (1.06997, -0.16261, 0.01626)  -0.2254
S (-0.42225, 0.82506, 2.03502)  0.0688
H (1.87805, 1.77118, -0.57282)  0.2816
H (0.43744, 1.43299, -1.40536)  0.2680
H (-0.05137, -1.40532, 1.08983)  0.5024
H (-2.19514, -1.05868, 0.45455)  0.3431
H (-1.51189, -1.20453, -1.14246)  0.3220
H (-1.92042, 0.54199, -0.44133)  0.3505
H (1.54464, -0.81126, -0.65378)  0.4128
H (1.84683, -0.16667, 0.75348)  0.4069

=====

(7)
# C11H15N

2 unconnected molecules or ions with the total composition C11H15N (the ωB97M-V functional and the def2-TZVPD basis, OMol25).

Structure (SMILES) = Cc1c[nH]c2ccccc12.CC
Electronic energy = -482.8920 Eh
Gap between HOMO and LUMO = 8.775 eV
Relative energy (zero: lowest compared OMol25 entry of this formula, charge and spin) = 14.6 kcal/mol
Total charge = 0

Each line ends with the Mulliken charge.
Element x y z (Å)
C (-1.85912, 0.30499, -2.39491)  -1.3887
C (-1.67636, -0.00432, -0.93447)  0.4545
C (-2.29995, 0.67870, 0.06323)  -0.7305
N (-1.72127, 0.34075, 1.26582)  0.0952
C (-0.77414, -0.61795, 1.07937)  -0.3566
C (-0.11609, -1.46576, 1.99055)  -0.9286
C (0.83316, -2.28892, 1.43439)  -0.3717
C (1.15837, -2.28455, 0.06751)  -0.7623
C (0.32280, -1.65429, -0.82698)  -0.3438
C (-0.70991, -0.85203, -0.31589)  1.3181
H (-2.86636, 0.07815, -2.75373)  0.3606
H (-1.23136, -0.41277, -2.93212)  0.3292
H (-1.62459, 1.31934, -2.70753)  0.2772
H (-3.10379, 1.38784, 0.02393)  0.4267
H (-2.03714, 0.70600, 2.13984)  0.1583
H (-0.49643, -1.54185, 2.99998)  0.3959
H (1.48890, -2.90447, 2.04026)  0.3342
H (2.04819, -2.77817, -0.29817)  0.3951
H (0.45552, -1.71234, -1.89955)  0.3267
C (1.11677, 2.12729, 0.30220)  -0.5193
C (2.42494, 1.32938, 0.15158)  -0.9129
H (0.72821, 1.85453, 1.28690)  0.1621
H (1.23363, 3.17101, 0.40991)  0.4866
H (0.41286, 1.83879, -0.47042)  -0.0354
H (3.26251, 1.99441, -0.06861)  0.3317
H (2.37263, 0.64604, -0.68673)  0.2691
H (2.65802, 0.74021, 1.03364)  0.2287

=====

(8)
# C5H4OS

A single C5H4OS molecule (the ωB97M-V functional and the def2-TZVPD basis, OMol25).

Structure (SMILES) = C#C[C@H]1O[C@@H]1C=S
Electronic energy = -666.1733 Eh
Gap between HOMO and LUMO = 8.223 eV
Relative energy (zero: lowest compared OMol25 entry of this formula, charge and spin) = 102.7 kcal/mol
Total charge = 0

Each line ends with the Mulliken charge.
Element x y z (Å)
C (-0.29334, 1.96288, -2.93302)  0.0290
C (-0.46412, 1.16937, -2.00665)  -0.7671
C (-0.72919, 0.02990, -1.09638)  0.2862
O (0.01346, -1.13057, -1.13477)  -0.4171
C (0.18908, -0.20663, -0.03012)  0.1414
C (-0.32601, -0.69737, 1.28890)  -0.3304
S (0.75711, -0.39821, 2.55489)  -0.2132
H (-0.51811, 2.60689, -3.82461)  0.3604
H (-1.83998, 0.05284, -0.67880)  0.2329
H (1.20718, 0.29910, 0.07620)  0.3434
H (-1.32896, -1.09172, 1.29062)  0.3345